(1)
{"formula": "C9H12S", "method": "the ωB97M-V functional and the def2-TZVPD basis", "lumo_energy_ev": 0.81, "mol_weight_g_mol": 152.26, "charge": 0, "homo_energy_ev": -7.6, "orbital_gap_ev": 8.377, "elements": ["C", "C", "C", "C", "C", "C", "C", "C", "C", "S", "H", "H", "H", "H", "H", "H", "H", "H", "H", "H", "H", "H"], "xyz": [[1.1219, -0.5432, -0.1901], [2.3190, -0.3186, -0.0425], [-0.2444, -0.4471, -0.2261], [-1.3038, -1.3396, -0.1369], [-1.0928, 0.7777, -0.0373], [3.6692, -0.0170, 0.3073], [-1.4979, -2.7827, -0.2563], [-0.7330, 1.6145, 1.1532], [-1.2130, 1.6447, -1.3014], [-2.6426, -0.2045, 0.1601], [4.3773, -0.9214, 0.3333], [4.0472, 0.7197, -0.3931], [3.6220, 0.4126, 1.2358], [-1.6511, -3.1566, 0.8128], [-0.6405, -3.4016, -0.6337], [-2.3749, -3.0045, -0.9846], [-1.4527, 2.4982, 1.2776], [0.3286, 2.0196, 1.1243], [-0.9020, 1.0664, 2.1932], [-2.1768, 2.1560, -1.0694], [-1.2710, 0.9229, -2.0974], [-0.2889, 2.3045, -1.2289]], "nbo_charge": [-0.0666, 0.0549, -0.1893, -0.0446, -0.0803, -0.6843, -0.6772, -0.6373, -0.6162, 0.2019, 0.2377, 0.2351, 0.2341, 0.2369, 0.2375, 0.2350, 0.2154, 0.2246, 0.2269, 0.2150, 0.2254, 0.2153]}

---

(2)
{"formula": "C9H12S", "method": "the ωB97M-V functional and the def2-TZVPD basis", "lumo_energy_ev": [-1.49, -1.46], "mol_weight_g_mol": 152.26, "charge": 0, "homo_energy_ev": [-7.5, -7.6], "orbital_gap_ev": [6.003, 6.099], "elements": ["C", "C", "C", "C", "C", "C", "C", "C", "C", "S", "H", "H", "H", "H", "H", "H", "H", "H", "H", "H", "H", "H"], "xyz": [[1.2737, 1.6696, 0.7292], [-0.0453, 1.3122, 0.8565], [1.3506, 0.5914, -1.6391], [1.8154, 0.7199, -0.1823], [-1.6920, -0.4121, 0.0600], [-0.3501, 0.1065, 0.1860], [0.7991, -0.3893, -0.5526], [-2.5494, -0.2741, 1.3253], [1.1942, -1.7668, -0.6425], [-2.4077, 0.6502, -1.2724], [1.5678, 2.6236, 1.1270], [-0.8334, 1.7893, 1.4138], [0.6135, 1.3281, -1.9642], [2.1651, 0.2227, -2.3144], [2.8047, 0.2799, 0.0110], [-1.6527, -1.4940, -0.3075], [-2.3364, 0.7249, 1.6665], [-1.9918, -0.7856, 2.1732], [-3.5224, -0.3616, 1.3417], [1.8937, -2.1685, 0.1312], [1.6681, -1.9940, -1.6284], [0.2354, -2.3721, -0.5183]], "nbo_charge": [-0.0826, -0.2791, -0.3094, -0.2712, -0.4059, 0.2918, -0.1613, -0.5789, -0.6097, -0.2752, 0.2373, 0.2328, 0.2535, 0.2338, 0.2292, 0.2161, 0.1956, 0.1853, 0.2202, 0.2204, 0.2271, 0.2301]}

---

Most stable structure, least stable structure: (1), (2).

---

(1)
{"formula": "C4H10N3O", "method": "the ωB97M-V functional and the def2-TZVPD basis", "lumo_energy_ev": -5.37, "mol_weight_g_mol": 116.14, "charge": 1, "homo_energy_ev": -13.5, "orbital_gap_ev": 8.097, "elements": ["N", "C", "N", "O", "H", "H", "H", "H", "C", "C", "C", "N", "H", "H", "H", "H", "H", "H"], "xyz": [[1.3761, -1.2409, -0.5674], [0.7974, -0.6095, -1.6955], [1.1868, 0.6816, -1.8917], [-0.0108, -1.1812, -2.3819], [1.1544, -2.2242, -0.6652], [2.3822, -1.1308, -0.5154], [0.7663, 1.1389, -2.6874], [1.6733, 1.2205, -1.1955], [-1.3366, 0.4352, 1.0221], [-2.5618, 0.9180, 0.9904], [0.6692, 0.2934, 2.3827], [-0.5288, 0.6823, 2.1753], [-0.8355, -0.0838, 0.2223], [-3.0172, 1.4584, 1.8076], [-3.1594, 0.7630, 0.0999], [1.1862, 0.6946, 3.2420], [1.1387, -0.4062, 1.6965], [-0.9612, 1.2797, 2.8755]], "nbo_charge": [-0.9114, 0.7599, -0.8462, -0.6026, 0.4105, 0.3904, 0.4233, 0.3945, -0.0861, -0.2868, 0.1025, -0.3939, 0.2530, 0.2190, 0.2534, 0.2300, 0.2520, 0.4387]}

---

(2)
{"formula": "C4H10N3O", "method": "the ωB97M-V functional and the def2-TZVPD basis", "lumo_energy_ev": -3.43, "mol_weight_g_mol": 116.14, "charge": 1, "homo_energy_ev": -14.1, "orbital_gap_ev": 10.642, "elements": ["C", "N", "C", "N", "N", "C", "C", "O", "H", "H", "H", "H", "H", "H", "H", "H", "H", "H"], "xyz": [[-2.4838, 0.7570, -0.8075], [-1.3651, 0.1663, -0.6496], [-0.4358, 0.3820, 0.4060], [0.1750, 1.6882, 0.5871], [0.7087, -0.6004, 0.1599], [0.3062, -2.0044, 0.2505], [1.9200, -0.3519, -0.1633], [2.5287, 0.6793, -0.5792], [-2.9712, 0.3116, -1.7756], [-2.9392, 1.5701, -0.2944], [-0.8825, 0.0091, 1.4100], [0.2777, 1.8771, 1.5723], [-0.0367, 2.3912, -0.0893], [-0.8040, -2.1097, 0.5824], [0.4496, -2.6273, -0.6751], [0.9407, -2.3994, 1.0726], [2.5301, -1.2353, -0.0518], [2.0817, 1.4967, -0.9549]], "nbo_charge": [0.0196, -0.4735, 0.2490, -0.8928, -0.3454, -0.4486, 0.5755, -0.5891, 0.2107, 0.1864, 0.2118, 0.4131, 0.4037, 0.2555, 0.2509, 0.2286, 0.1931, 0.5515]}

---

Most stable structure, least stable structure: (1), (2).

---

(1)
{"formula": "C4H5Cl", "method": "the ωB97M-V functional and the def2-TZVPD basis", "lumo_energy_ev": 0.05, "mol_weight_g_mol": 88.54, "charge": 0, "homo_energy_ev": -9.1, "orbital_gap_ev": 9.104, "elements": ["C", "C", "C", "C", "Cl", "H", "H", "H", "H", "H"], "xyz": [[-2.2983, -0.5905, -0.1580], [-0.9384, -0.6177, 0.1696], [0.0209, 0.3635, 0.0559], [-0.2885, 1.6742, 0.0138], [1.6604, -0.3976, -0.0563], [-2.9720, 0.4679, -0.3954], [-2.9471, -1.4517, 0.0286], [-0.4864, -1.6164, 0.5435], [0.4957, 2.4831, -0.0375], [-1.2915, 1.8984, 0.3299]], "nbo_charge": [-0.3492, -0.2806, -0.0298, -0.3822, -0.0374, 0.1984, 0.2088, 0.2305, 0.2246, 0.2168]}

---

(2)
{"formula": "C4H5Cl", "method": "the ωB97M-V functional and the def2-TZVPD basis", "lumo_energy_ev": 0.55, "mol_weight_g_mol": 88.54, "charge": 0, "homo_energy_ev": -9.1, "orbital_gap_ev": 9.597, "elements": ["C", "C", "C", "C", "Cl", "H", "H", "H", "H", "H"], "xyz": [[-0.8624, 2.0062, 0.6959], [-0.3692, 1.2240, -0.2019], [0.0441, -0.1890, 0.2160], [-0.1133, -0.6388, 1.4687], [0.5986, -1.1311, -1.0718], [-1.2097, 1.8918, 1.6834], [-1.0073, 3.0853, 0.4599], [0.0922, 1.5130, -1.1183], [-0.1164, -1.7138, 1.7061], [-0.1294, 0.0386, 2.4173]], "nbo_charge": [-0.3416, -0.2338, -0.0867, -0.4164, 0.0294, 0.2046, 0.1945, 0.2193, 0.2134, 0.2172]}

---

Most stable structure, least stable structure: (2), (1).

---

(1)
{"formula": "C3H6ClN2O", "method": "the ωB97M-V functional and the def2-TZVPD basis", "lumo_energy_ev": -5.02, "mol_weight_g_mol": 121.55, "charge": 1, "homo_energy_ev": -14.3, "orbital_gap_ev": 9.230, "elements": ["Cl", "C", "N", "C", "N", "C", "O", "H", "H", "H", "H", "H", "H"], "xyz": [[2.3080, -1.7482, -0.5918], [0.5401, -1.8854, -0.3451], [-0.0215, -0.5899, -0.0578], [0.3957, 0.3407, 0.9627], [-0.0575, 1.4846, 0.6306], [-0.9121, 1.4308, -0.5409], [-0.4425, 0.1630, -1.1441], [0.0441, -2.3023, -1.1817], [0.1377, -2.3592, 0.4842], [0.5874, -0.2222, 1.9369], [0.1717, 2.2822, 1.2114], [-2.0211, 1.2054, -0.1628], [-0.7299, 2.2004, -1.2015]], "nbo_charge": [0.0097, -0.2284, -0.0966, 0.3573, -0.5177, 0.0943, -0.3182, 0.2620, 0.2351, 0.2930, 0.4626, 0.2117, 0.2353]}

---

(2)
{"formula": "C3H6ClN2O", "method": "the ωB97M-V functional and the def2-TZVPD basis", "lumo_energy_ev": [-5.64, -3.78], "mol_weight_g_mol": 121.55, "charge": 1, "homo_energy_ev": [-11.7, -14.6], "orbital_gap_ev": [6.107, 10.777], "elements": ["C", "C", "C", "N", "N", "O", "Cl", "H", "H", "H", "H", "H", "H"], "xyz": [[-0.0014, 0.2633, -0.4169], [0.3810, -2.9050, -2.0340], [-0.5366, 0.9979, 2.0318], [-0.1514, 0.0070, 0.8869], [0.2922, 1.3048, -1.1903], [-0.1878, -2.0469, -1.4946], [1.8649, -3.4556, -2.3542], [-0.2050, 1.9487, 1.8605], [-1.6423, 1.0665, 2.0140], [-0.1213, 0.4537, 2.9169], [-0.3463, -0.9964, 1.0391], [0.6210, 1.1208, -2.0993], [0.0329, 2.2413, -1.1599]], "nbo_charge": [0.6719, 0.4491, -0.3959, -0.5935, -0.7928, -0.4949, 0.1619, 0.2193, 0.2303, 0.2467, 0.4445, 0.4287, 0.4247]}

---

Most stable structure, least stable structure: (1), (2).

---

(1)
{"formula": "C6H16N4", "method": "the ωB97M-V functional and the def2-TZVPD basis", "lumo_energy_ev": -0.33, "mol_weight_g_mol": 144.22, "charge": 0, "homo_energy_ev": -7.3, "orbital_gap_ev": 6.966, "elements": ["C", "C", "C", "C", "N", "H", "H", "H", "H", "H", "H", "H", "H", "H", "H", "H", "C", "C", "N", "N", "N", "H", "H", "H", "H", "H"], "xyz": [[-1.6238, -0.5245, 0.2852], [-1.2935, -1.2896, -0.9631], [-2.2620, -1.3195, 1.3922], [0.3922, -0.1303, 1.3130], [-2.1067, 0.7181, 0.1048], [-2.4275, 1.1815, 0.9468], [-1.5112, 1.3704, -0.4828], [-0.7830, -0.6613, -1.6864], [-2.2271, -1.6467, -1.4129], [-0.6772, -2.1539, -0.7277], [-2.2293, -0.7718, 2.3346], [-3.3086, -1.5214, 1.1480], [-1.7596, -2.2755, 1.5230], [0.3607, -1.1457, 1.7006], [-0.1196, 0.6199, 1.9111], [1.4264, 0.1888, 1.3246], [2.7276, -0.3761, -0.9442], [2.1454, 1.0027, -0.8343], [0.7208, 1.0243, -0.9897], [0.0286, 2.0717, -0.8623], [2.9147, 2.0132, -0.8522], [0.5360, 2.8709, -0.4302], [2.4185, 2.9071, -0.8580], [1.9637, -1.1445, -0.8477], [3.4850, -0.5209, -0.1747], [3.2096, -0.4870, -1.9179]], "nbo_charge": [0.4249, -0.6777, -0.6804, -0.8242, -0.8137, 0.3698, 0.4232, 0.2481, 0.2136, 0.2183, 0.2237, 0.2316, 0.2279, 0.1778, 0.1673, 0.1869, -0.6730, 0.3839, -0.1585, -0.3722, -0.6092, 0.2837, 0.3235, 0.2320, 0.2375, 0.2353]}

---

(2)
{"formula": "C6H16N4", "method": "the ωB97M-V functional and the def2-TZVPD basis", "lumo_energy_ev": 0.88, "mol_weight_g_mol": 144.22, "charge": 0, "homo_energy_ev": -8.3, "orbital_gap_ev": 9.174, "elements": ["H", "N", "C", "C", "N", "C", "C", "H", "H", "H", "H", "H", "H", "H", "H", "H", "H", "N", "C", "N", "C", "H", "H", "H", "H", "H"], "xyz": [[-1.0432, -0.5432, 2.1633], [-1.3938, -1.1090, 1.3946], [-0.6185, -1.0493, 0.3611], [-1.0644, -1.9064, -0.8105], [0.8200, -0.7419, 0.4720], [1.7863, -1.2815, -0.4828], [1.4149, -0.3904, 1.7523], [-0.5662, -2.8779, -0.7914], [-2.1450, -2.0722, -0.7780], [-0.8273, -1.3982, -1.7484], [2.7256, -0.7181, -0.4565], [1.4153, -1.2249, -1.5092], [2.0092, -2.3277, -0.2492], [2.3419, 0.1788, 1.6162], [1.6412, -1.2829, 2.3434], [0.7374, 0.2470, 2.3284], [2.1676, 2.0654, -0.9913], [1.2853, 1.8030, -1.4366], [0.3366, 1.8440, -0.5655], [-0.9468, 1.4550, -0.8963], [-2.1360, 1.9195, -0.2229], [0.4287, 2.3099, 0.4287], [-1.0204, 1.0298, -1.8140], [-2.0429, 2.9634, 0.0905], [-2.2953, 1.3117, 0.6697], [-3.0100, 1.7963, -0.8675]], "nbo_charge": [0.3256, -0.7309, 0.4923, -0.6759, -0.4812, -0.4039, -0.4069, 0.2293, 0.2435, 0.2090, 0.2043, 0.2183, 0.1751, 0.2029, 0.1876, 0.1964, 0.3360, -0.7387, 0.3068, -0.6319, -0.4132, 0.1491, 0.3970, 0.1904, 0.2053, 0.2136]}

---

Most stable structure, least stable structure: (2), (1).

---

(1)
{"formula": "CH3NOP2", "method": "the ωB97M-V functional and the def2-TZVPD basis", "lumo_energy_ev": [-1.88, -2.80], "mol_weight_g_mol": 106.99, "charge": 0, "homo_energy_ev": [-9.5, -9.8], "orbital_gap_ev": [7.601, 7.026], "elements": ["C", "N", "O", "P", "P", "H", "H", "H"], "xyz": [[0.8301, 1.2402, 0.5624], [-1.7886, -0.1643, -1.2482], [1.7474, 1.8381, 1.0969], [-0.4320, 0.2033, 1.3845], [-0.8022, -0.9989, -0.4243], [0.9359, 1.0997, -0.5851], [0.6555, -0.9269, -0.7828], [-1.1462, -2.2912, -0.0033]], "nbo_charge": [0.0648, -0.8663, -0.4770, 0.3693, 0.8762, 0.1325, -0.0693, -0.0303]}

---

(2)
{"formula": "CH3NOP2", "method": "the ωB97M-V functional and the def2-TZVPD basis", "lumo_energy_ev": [-0.79, -0.79], "mol_weight_g_mol": 106.99, "charge": 0, "homo_energy_ev": [-6.5, -6.5], "orbital_gap_ev": [5.703, 5.705], "elements": ["C", "N", "O", "P", "P", "H", "H", "H"], "xyz": [[2.0612, 0.0933, 0.0144], [-0.9668, -0.9549, 0.1637], [1.2099, 0.8358, 0.4207], [-0.0896, -2.1860, 0.0688], [-1.2616, 0.6493, 0.3998], [2.9807, 0.1722, -0.6080], [-1.3797, 0.9269, -0.9995], [-2.5542, 0.4634, 0.5401]], "nbo_charge": [0.2178, -1.2251, -0.5540, 0.8893, 0.6607, 0.1396, -0.0290, -0.0993]}

---

Most stable structure, least stable structure: (2), (1).